(1)
Molecular formula: C3H9N3O2
Method: DFT, ωB97M-V/def2-TZVPD

Properties
LUMO = 0.53 eV
charge = 0
HOMO-LUMO gap = 9.2 eV
E = -11813.2904 eV
energy above the lowest of the compared OMol25 structures with the same formula, charge and spin = 1039.0 kJ/mol

Last column: Mulliken charge in e.
Positions of all 17 atoms, in Å:
C1 1.73 1.84 0.61  -0.793
C2 0.96 0.97 -0.41  -0.520
C3 -0.70 -0.76 -0.01  0.453
H1 0.81 1.27 1.56  0.233
H2 1.54 3.36 0.63  0.255
H3 2.98 1.53 0.65  0.226
H4 -0.05 1.53 -0.56  0.309
H5 1.25 0.67 -1.41  0.400
H6 -2.53 -0.99 -0.69  0.324
H7 -0.87 0.03 -2.52  0.391
H8 -1.56 -2.75 0.63  0.252
H9 0.33 -1.22 1.69  0.452
N1 0.38 -0.24 0.29  -0.567
N2 -1.67 -0.44 -1.01  -0.324
N3 -1.17 -1.76 0.89  -0.212
O1 -1.16 -1.01 -2.24  -0.412
O2 -0.28 -2.02 1.92  -0.469

(2)
Molecular formula: C34H45Br4CaN2O7PS2
Method: DFT, ωB97M-V/def2-TZVPD

Properties
LUMO = 3.89 eV
charge = -2
HOMO-LUMO gap = 5.6 eV
E = -382876.3160 eV
energy above the lowest of the compared OMol25 structures with the same formula, charge and spin = 210.4 kJ/mol

Last column: Mulliken charge in e.
Positions of all 96 atoms, in Å:
Ca1 -0.45 0.28 -0.44  0.909
Br1 -3.71 6.27 -1.04  -0.235
C1 -2.47 4.94 -0.52  0.246
C2 -1.78 5.05 0.66  0.072
Br2 -2.09 6.54 1.80  -0.226
C3 -0.86 4.07 1.01  0.341
Br3 0.16 4.23 2.62  -0.211
C4 -0.62 2.93 0.24  -1.296
O1 0.21 2.02 0.55  -0.170
C5 -1.37 2.80 -1.00  0.341
O2 -1.20 1.77 -1.73  -0.781
C6 -2.24 3.83 -1.33  -0.218
Br4 -3.19 3.61 -2.97  -0.195
S1 4.86 -0.54 0.14  -0.466
C7 3.50 -0.27 1.20  -0.453
N1 2.96 0.88 1.15  0.114
C8 3.56 1.68 0.22  -0.499
C9 3.19 2.98 -0.10  -0.177
C10 3.95 3.66 -1.03  -0.669
C11 5.05 3.08 -1.64  -0.451
C12 5.42 1.78 -1.35  -0.545
C13 4.66 1.08 -0.42  0.981
H1 3.20 -1.04 1.88  0.576
H2 2.33 3.41 0.37  0.259
H3 3.67 4.67 -1.30  0.410
H4 5.63 3.65 -2.36  0.336
H5 6.26 1.31 -1.84  0.398
C14 -4.86 2.78 1.95  -0.833
N2 -4.80 1.35 1.75  -0.144
C15 -4.38 0.68 2.98  -0.895
C16 -3.89 1.06 0.65  0.893
C17 -3.74 -0.41 0.34  -0.718
C18 -4.89 -1.20 0.45  -0.429
C19 -4.84 -2.56 0.20  -0.868
C20 -3.63 -3.11 -0.19  -0.793
C21 -2.51 -2.30 -0.33  0.164
C22 -2.50 -0.93 -0.06  -0.055
H6 -5.52 3.00 2.79  0.325
H7 -5.26 3.26 1.06  0.312
H8 -3.87 3.21 2.17  0.223
H9 -5.07 0.96 3.78  0.447
H10 -3.36 0.95 3.26  0.154
H11 -4.44 -0.39 2.83  0.298
H12 -2.88 1.47 0.85  -0.428
H13 -4.29 1.56 -0.23  0.533
H14 -5.82 -0.73 0.75  0.346
H15 -5.73 -3.17 0.30  0.318
H16 -3.57 -4.18 -0.38  0.405
H17 -1.60 -2.78 -0.67  0.385
C23 -0.52 -1.75 -4.64  -1.853
C24 0.71 -1.07 -4.03  1.908
C25 1.99 -1.60 -4.67  -1.596
C26 0.62 0.44 -4.23  -1.504
O3 0.66 -1.40 -2.65  0.532
P1 1.86 -1.07 -1.59  -0.517
O4 2.69 0.07 -2.02  -0.911
O5 1.15 -1.11 -0.27  0.808
O6 2.85 -2.39 -1.71  -0.168
C27 2.60 -3.64 -1.12  1.837
C28 1.17 -4.11 -1.37  -0.938
C29 2.86 -3.56 0.39  -0.995
C30 3.60 -4.62 -1.76  -1.969
H18 -0.56 -1.60 -5.72  0.384
H19 -1.42 -1.34 -4.18  0.318
H20 -0.50 -2.82 -4.43  0.342
H21 2.03 -1.33 -5.73  0.534
H22 2.06 -2.68 -4.57  0.260
H23 2.84 -1.15 -4.16  0.278
H24 0.56 0.68 -5.29  0.538
H25 1.51 0.90 -3.80  0.229
H26 -0.25 0.84 -3.71  0.242
H27 0.49 -3.37 -0.96  -0.298
H28 1.00 -5.07 -0.90  0.574
H29 0.99 -4.19 -2.44  0.249
H30 2.17 -2.83 0.81  -0.323
H31 3.88 -3.23 0.57  0.258
H32 2.70 -4.52 0.86  0.549
H33 3.43 -4.67 -2.83  0.381
H34 3.47 -5.61 -1.33  0.383
H35 4.62 -4.28 -1.58  0.390
C31 1.63 0.66 5.12  -1.109
C32 0.24 1.10 4.72  -0.609
S2 0.03 1.01 2.85  0.511
O7 -1.39 1.34 2.70  -0.369
C33 0.09 -0.84 2.75  1.001
C34 -1.20 -1.50 3.21  -1.099
H36 1.93 1.10 6.07  0.388
H37 2.33 0.99 4.35  0.269
H38 1.70 -0.42 5.22  0.275
H39 0.08 2.15 4.96  0.457
H40 -0.55 0.52 5.19  0.300
H41 0.95 -1.16 3.33  0.462
H42 0.25 -1.04 1.70  -1.104
H43 -1.36 -1.36 4.27  0.264
H44 -1.17 -2.57 3.00  0.394
H45 -2.03 -1.07 2.65  0.017

(3)
Molecular formula: C17H13F6LiN3O7
Method: DFT, ωB97M-V/def2-TZVPD

Properties
LUMO = 2.42 eV
charge = -1
HOMO-LUMO gap = 6.8 eV
E = -53155.7213 eV
energy above the lowest of the compared OMol25 structures with the same formula, charge and spin = 7.3 kJ/mol

Last column: Mulliken charge in e.
Positions of all 47 atoms, in Å:
Li1 0.15 -0.25 0.62  1.054
O1 -4.84 1.21 -0.84  -0.472
C1 -3.80 0.39 -0.52  0.129
O2 -3.76 -0.22 0.51  -0.526
C2 -2.74 0.39 -1.59  0.526
C3 -2.78 1.31 -2.63  -0.334
C4 -1.77 1.28 -3.56  -0.640
C5 -0.76 0.35 -3.43  -0.131
C6 -0.81 -0.52 -2.34  0.289
N1 -1.78 -0.51 -1.44  -0.348
C7 0.30 -1.50 -2.10  0.383
O3 0.69 -2.20 -3.20  -0.515
O4 0.85 -1.67 -1.06  -0.486
H1 -5.42 1.19 -0.07  0.350
H2 -3.58 2.03 -2.68  0.454
H3 -1.74 2.01 -4.37  0.421
H4 0.09 0.34 -4.10  0.457
H5 0.08 -2.01 -3.93  0.370
O5 1.25 -0.10 2.31  -0.509
N2 0.96 -0.94 3.19  -0.431
N3 0.02 -1.76 2.83  0.913
O6 -0.56 -1.70 1.67  -0.926
C8 -0.39 -2.74 3.77  0.107
C9 0.20 -2.86 5.03  -0.334
C10 -0.24 -3.84 5.90  -0.385
C11 -1.26 -4.71 5.53  -0.499
C12 -1.84 -4.58 4.28  -0.388
C13 -1.41 -3.60 3.39  -0.441
H6 0.99 -2.18 5.31  0.415
H7 0.22 -3.93 6.87  0.342
H8 -1.60 -5.47 6.22  0.357
H9 -2.64 -5.25 3.98  0.341
H10 -1.84 -3.47 2.41  0.455
C14 1.28 2.83 1.15  -2.118
C15 0.81 2.52 -0.28  1.135
O7 0.22 1.33 -0.43  -0.671
C16 2.06 2.59 -1.21  0.494
F1 2.99 1.71 -0.81  -0.270
F2 1.77 2.28 -2.49  -0.229
F3 2.66 3.81 -1.24  -0.307
C17 -0.17 3.66 -0.69  0.510
F4 -1.32 3.55 0.00  -0.283
F5 0.29 4.91 -0.46  -0.308
F6 -0.51 3.63 -2.00  -0.245
H11 1.94 2.02 1.48  0.465
H12 0.40 2.81 1.80  0.459
H13 1.79 3.79 1.24  0.373